Arrangement one

{"formula": "C5H14N4", "method": "ωB97M-V with the def2-TZVPD basis set", "smiles": "[H]/N=C(/NC)[C@@H](C)N(C)N", "lumo_energy_ev": 1.0, "species": ["H", "N", "C", "N", "C", "C", "C", "N", "C", "N", "H", "H", "H", "H", "H", "H", "H", "H", "H", "H", "H", "H", "H"], "positions_angstrom": [[-2.0966, 0.8244, -1.2592], [-1.7254, 1.4582, -0.5527], [-0.7747, 0.9901, 0.0680], [-0.0552, 1.8675, 1.3719], [1.1368, 2.5901, 0.9828], [0.0259, -0.1365, 0.3978], [-0.4190, -0.9903, 1.5625], [-0.3240, -0.9634, -1.1859], [-0.3520, -2.4067, -1.1196], [0.6955, -0.4925, -2.0485], [-0.8183, 2.4832, 1.6370], [1.9733, 1.8865, 0.9201], [1.3817, 3.3342, 1.7465], [1.0458, 3.1075, 0.0162], [1.1021, -0.0058, 0.2647], [-0.0912, -0.5235, 2.4894], [-1.5006, -1.1092, 1.5753], [0.0435, -1.9749, 1.5092], [0.5855, -2.8403, -0.7218], [-0.5225, -2.8325, -2.1168], [-1.1817, -2.7300, -0.4906], [0.3519, -0.4358, -3.0029], [1.5191, -1.1003, -2.0431]], "lowdin_charge": [0.067, 0.181, -0.327, -0.076, -0.175, -0.222, -0.054, -0.238, -0.155, -0.019, 0.078, 0.063, 0.074, 0.076, 0.122, 0.078, 0.089, 0.069, 0.077, 0.077, 0.071, 0.074, 0.070]}

=====

Arrangement two

{"formula": "C5H14N4", "method": "ωB97M-V with the def2-TZVPD basis set", "lumo_energy_ev": 0.6, "species": ["C", "C", "N", "C", "N", "C", "H", "H", "H", "H", "H", "H", "H", "H", "H", "H", "N", "C", "N", "H", "H", "H", "H"], "positions_angstrom": [[-2.3313, -0.4136, -0.0728], [0.0258, -0.0967, -1.6994], [-1.2516, 0.4695, 0.3257], [-0.0805, 0.5750, -0.3674], [-1.4910, 1.3998, 1.3529], [0.9677, 1.4111, 0.0643], [-1.6488, 0.8938, 2.2194], [-2.3206, 1.9459, 1.1370], [-2.6670, -0.2147, -1.0941], [-1.9960, -1.4508, -0.0193], [-3.1823, -0.2906, 0.5972], [-0.4616, 0.5179, -2.4591], [1.0818, -0.2465, -1.9308], [-0.4079, -1.0929, -1.7206], [1.5076, 1.8829, -0.7490], [0.7445, 2.1069, 0.8585], [0.9125, -1.5253, 0.6850], [2.9540, -0.6386, 0.3368], [2.1469, -1.5775, 0.0183], [0.9958, -1.1234, 1.6205], [0.4814, -2.4406, 0.7006], [2.1554, 0.5913, 0.4605], [3.8650, -0.6830, -0.2643]], "lowdin_charge": [-0.051, -0.051, -0.226, -0.368, 0.066, -0.093, 0.093, 0.093, 0.086, 0.078, 0.084, 0.095, 0.078, 0.071, 0.077, 0.054, -0.052, -0.151, -0.165, 0.091, 0.079, 0.096, 0.016]}

=====

Arrangement three

{"formula": "C5H14N4", "method": "ωB97M-V with the def2-TZVPD basis set", "lumo_energy_ev": 0.9, "species": ["C", "C", "C", "C", "H", "H", "H", "H", "H", "H", "H", "H", "C", "N", "N", "N", "N", "H", "H", "H", "H", "H", "H"], "positions_angstrom": [[1.3269, -1.7819, -0.2579], [1.6543, 0.7138, -0.6528], [1.0960, -0.3765, 0.2210], [1.0412, -0.1358, 1.6199], [2.3916, -2.0232, -0.1554], [1.0544, -1.9070, -1.3068], [0.7539, -2.4918, 0.3365], [1.2627, 1.6930, -0.3707], [2.7406, 0.7409, -0.5195], [1.4709, 0.5436, -1.7143], [1.2823, -0.9832, 2.2582], [1.4582, 0.8078, 1.9641], [-1.7006, 0.3587, 0.3616], [-1.0993, 0.0324, -1.8316], [-1.5902, 0.0782, 1.6587], [-2.5201, 1.3766, -0.1144], [-0.9126, -0.3284, -0.4703], [-0.7907, -0.7483, -2.3958], [-0.5372, 0.8435, -2.0869], [-0.2707, -0.0349, 1.8388], [-2.0450, 0.7717, 2.2459], [-2.7476, 1.2683, -1.0947], [-3.3189, 1.5825, 0.4661]], "lowdin_charge": [-0.070, -0.072, -0.407, -0.103, 0.091, 0.068, 0.087, 0.090, 0.094, 0.062, 0.084, 0.079, -0.546, -0.005, 0.060, 0.117, -0.048, 0.070, 0.066, 0.064, 0.067, 0.067, 0.085]}

=====

Result of the stability comparison: arrangement two is the least stable of them.

=====

Arrangement one

{"formula": "C4H6O2", "method": "ωB97M-V with the def2-TZVPD basis set", "lumo_energy_ev": 0.7, "species": ["O", "C", "C", "C", "O", "C", "H", "H", "H", "H", "H", "H"], "positions_angstrom": [[0.1442, -1.2848, -1.2414], [0.0474, -0.1605, -0.4236], [-1.2573, -0.0143, 0.3663], [0.1474, 1.2227, -1.1055], [1.0138, 1.6326, -0.1770], [1.2920, 0.3080, 0.3506], [-0.1481, -2.0698, -0.7606], [-2.0649, -0.5350, -0.1525], [-1.1929, -0.3628, 1.3988], [-1.5444, 1.0434, 0.3984], [1.3381, 0.2545, 1.4419], [2.2245, -0.0341, -0.0953]], "lowdin_charge": [0.014, -0.577, -0.016, 0.094, -0.059, -0.074, 0.106, 0.093, 0.087, 0.083, 0.123, 0.127]}

=====

Arrangement two

{"formula": "C4H6O2", "method": "ωB97M-V with the def2-TZVPD basis set", "smiles": "C=C=C(O)CO", "lumo_energy_ev": 0.8, "species": ["C", "C", "C", "O", "C", "O", "H", "H", "H", "H", "H", "H"], "positions_angstrom": [[2.4606, -0.3970, -0.5791], [1.1754, -0.2395, -0.3903], [-0.0010, 0.1772, 0.0224], [0.0147, 1.4075, 0.6484], [-1.3663, -0.4746, -0.1039], [-2.3452, 0.4496, -0.5506], [3.0920, -0.8738, 0.1679], [3.0050, -0.0079, -1.4378], [-0.8482, 1.5793, 1.0398], [-1.3430, -1.3790, -0.7276], [-1.7283, -0.7741, 0.8886], [-2.0919, 0.7633, -1.4287]], "lowdin_charge": [0.016, -0.029, -0.326, 0.033, -0.201, -0.061, 0.058, 0.057, 0.099, 0.126, 0.128, 0.100]}

=====

Result of the stability comparison: arrangement one is the least stable of them.

=====

Arrangement one

{"formula": "C4H6O2", "method": "ωB97M-V with the def2-TZVPD basis set", "smiles": "C[C@H]1O[C@H]1C=O", "lumo_energy_ev": 0.7, "species": ["C", "C", "O", "C", "C", "O", "H", "H", "H", "H", "H", "H"], "positions_angstrom": [[0.0837, 0.1571, 1.5672], [0.0919, 0.8747, 0.2281], [1.2485, 0.5513, -0.5204], [-0.0021, 0.2562, -1.1152], [-0.3658, -1.1763, -1.3225], [-0.8420, -1.5654, -2.3624], [-0.2066, 0.8328, 2.3739], [-0.5465, -0.7334, 1.6143], [1.1142, -0.1601, 1.7578], [-0.1610, 1.9393, 0.2275], [-0.2151, 0.8879, -1.9766], [-0.1993, -1.8640, -0.4717]], "lowdin_charge": [-0.031, -0.283, -0.009, -0.217, -0.193, 0.068, 0.076, 0.073, 0.091, 0.142, 0.151, 0.131]}

=====

Arrangement two

{"formula": "C4H6O2", "method": "ωB97M-V with the def2-TZVPD basis set", "lumo_energy_ev": 0.6, "species": ["O", "C", "C", "C", "O", "C", "H", "H", "H", "H", "H", "H"], "positions_angstrom": [[0.8454, 2.2600, -0.3344], [0.3568, 1.1544, -0.1613], [-0.9809, 0.6480, -0.0905], [-0.8999, -0.8266, -0.3100], [0.2155, -1.0300, 0.7108], [1.2361, -0.0853, 0.1894], [-1.8563, 1.2424, -0.3168], [-0.3507, -0.2275, 1.2358], [-1.7478, -1.4284, 0.0175], [-0.4834, -1.2322, -1.2426], [1.6984, -0.5707, -0.6743], [1.9670, 0.0959, 0.9763]], "lowdin_charge": [0.022, -0.483, -0.087, -0.130, -0.095, -0.039, 0.099, 0.197, 0.124, 0.122, 0.134, 0.135]}

=====

Arrangement three

{"formula": "C4H6O2", "method": "ωB97M-V with the def2-TZVPD basis set", "smiles": "C=C=O.CC=O", "lumo_energy_ev": 0.7, "species": ["C", "C", "O", "H", "H", "C", "C", "O", "H", "H", "H", "H"], "positions_angstrom": [[-1.3192, 1.5885, 0.9164], [-1.2586, 0.2879, 1.0833], [-1.2751, -0.6274, 1.8141], [-1.3224, 2.0037, -0.0643], [-1.8146, 1.9593, 1.8145], [1.4265, -1.0108, -0.3404], [0.5310, -0.3648, -1.2884], [-0.5752, -0.0322, -0.9447], [2.3916, -0.4808, -0.4148], [1.1330, -1.0628, 0.7396], [1.2045, -2.0384, -0.9639], [0.8783, -0.2221, -2.3514]], "lowdin_charge": [-0.004, -0.362, 0.124, 0.041, 0.075, -0.039, -0.320, -0.001, 0.089, 0.092, 0.164, 0.142]}

=====

Arrangement four

{"formula": "C4H6O2", "method": "ωB97M-V with the def2-TZVPD basis set", "lumo_energy_ev": 0.0, "species": ["C", "C", "O", "C", "C", "O", "H", "H", "H", "H", "H", "H"], "positions_angstrom": [[-0.6188, -1.2690, -0.1500], [0.0806, -0.2282, 0.6580], [0.9869, -0.4451, 1.4563], [-0.3807, 1.1135, 0.3809], [1.1223, 0.8055, -0.7481], [0.8783, 0.5067, -1.8725], [-0.8003, -0.9550, -1.1859], [-1.5845, -1.3917, 0.3480], [-0.0129, -2.1629, -0.0940], [-1.1491, 1.2775, -0.3737], [-0.6530, 1.6298, 1.3311], [2.1444, 0.7193, -0.3181]], "lowdin_charge": [-0.016, -0.648, 0.050, 0.036, -0.136, 0.081, 0.087, 0.100, 0.091, 0.093, 0.120, 0.142]}

=====

Result of the stability comparison: arrangement two is the least stable of them.

=====

Arrangement one

{"formula": "C4H8N2O2", "method": "ωB97M-V with the def2-TZVPD basis set", "smiles": "CC1=C(N)NC1(O)O", "lumo_energy_ev": 0.8, "species": ["C", "C", "C", "N", "N", "C", "O", "O", "H", "H", "H", "H", "H", "H", "H", "H"], "positions_angstrom": [[0.1775, 1.8585, -0.3385], [0.0868, 0.3800, -0.1410], [-0.9653, -0.4818, 0.0459], [-2.2460, -0.4332, -0.3659], [-0.3761, -1.5548, 0.5812], [1.1175, -0.5893, 0.1999], [1.7808, -1.2252, -0.8092], [1.9669, -0.3957, 1.2575], [1.0120, 2.2113, -0.9536], [-0.7110, 2.2292, -0.8625], [0.2181, 2.4431, 0.5867], [-2.9290, -0.9744, 0.1450], [-2.6051, 0.4303, -0.7472], [-0.5777, -2.4269, 0.0928], [2.3374, -1.8983, -0.3879], [1.7131, 0.4272, 1.6969]], "lowdin_charge": [-0.062, -0.203, -0.470, 0.151, 0.125, -0.450, 0.081, 0.090, 0.075, 0.067, 0.065, 0.100, 0.099, 0.094, 0.120, 0.120]}

=====

Arrangement two

{"formula": "C4H8N2O2", "method": "ωB97M-V with the def2-TZVPD basis set", "smiles": "C[C@H](/N=C/N)C(=O)O", "lumo_energy_ev": 0.9, "species": ["C", "C", "N", "C", "N", "C", "O", "O", "H", "H", "H", "H", "H", "H", "H", "H"], "positions_angstrom": [[-1.2890, 0.6887, -1.2687], [0.1412, 0.6777, -0.5563], [0.7952, -0.7007, -0.7445], [0.3273, -1.6774, -0.0667], [0.4672, -2.9901, -0.5715], [0.0199, 1.1312, 0.6911], [-0.2152, 0.4510, 1.7141], [0.1275, 2.5133, 0.8258], [-1.8757, 0.2190, -0.4987], [-1.6371, 1.7342, -1.4408], [-1.1887, -0.1392, -2.1132], [0.6198, 1.3678, -1.2696], [-0.1974, -1.5115, 1.0827], [0.9003, -3.3503, -1.4250], [-0.1297, -3.6561, -0.0491], [0.1758, 2.5355, 1.8104]], "lowdin_charge": [-0.010, -0.349, 0.064, -0.294, 0.048, -0.524, 0.044, 0.089, 0.059, 0.095, 0.129, 0.149, 0.191, 0.094, 0.085, 0.131]}

=====

Result of the stability comparison: arrangement two is the least stable of them.